The following is a DFT calculation (ωB97M-V/def2-TZVPD) of a cluster of 14 separate species, C28H84O14 in total at a distorted geometry.

Last column: Löwdin charge in e.
Positions of all 126 atoms, in Å:
C (-2.04882, 3.48288, 1.67185)  -0.09
C (-1.24450, 3.39829, 2.96919)  -0.27
O (-1.93913, 2.54246, 3.92406)  -0.09
H (-3.00766, 3.98219, 1.81123)  0.07
H (-2.30258, 2.54581, 1.17627)  0.05
H (-1.44152, 4.07265, 0.98521)  0.06
H (-0.97408, 4.38110, 3.35529)  0.11
H (-0.27529, 3.05161, 2.61064)  0.08
H (-2.21373, 1.69411, 3.56838)  0.02
C (-1.47456, -4.99780, 0.13462)  -0.07
C (-1.34038, -3.47409, -0.04885)  -0.30
O (-0.04569, -3.32423, -0.50732)  -0.10
H (-1.10371, -5.53910, -0.73577)  0.08
H (-2.51252, -5.31118, 0.24659)  0.07
H (-0.89261, -5.33301, 0.99314)  0.07
H (-1.62610, -2.95360, 0.86523)  0.10
H (-2.07662, -3.11769, -0.76929)  0.11
H (0.29906, -2.57875, -0.01031)  0.05
C (0.34979, -0.63944, -4.92141)  -0.07
C (0.43155, -0.77254, -3.38408)  -0.25
O (-0.64760, -1.68191, -2.95785)  -0.10
H (1.19737, -0.08842, -5.32893)  0.07
H (-0.52088, -0.05977, -5.22804)  0.07
H (0.39125, -1.62816, -5.37838)  0.08
H (0.23595, 0.23074, -3.00559)  0.08
H (1.45181, -1.01987, -3.09082)  0.11
H (-0.26543, -2.15826, -2.21717)  0.04
C (2.63380, 0.77988, 4.42976)  -0.07
C (1.06018, 0.68110, 4.49565)  -0.29
O (0.80551, -0.64106, 4.09311)  -0.09
H (3.26583, -0.02371, 4.80774)  0.07
H (2.89107, 1.72566, 4.90662)  0.07
H (2.92732, 0.79758, 3.38017)  0.04
H (0.59831, 1.43990, 3.86399)  0.08
H (0.72613, 0.79804, 5.52658)  0.11
H (-0.08945, -0.77472, 3.77249)  0.05
C (-4.47521, -2.02783, -3.47751)  -0.08
C (-4.00349, -0.80039, -4.21395)  -0.28
O (-2.90439, -0.08852, -3.56720)  -0.10
H (-4.92578, -1.77773, -2.51702)  0.07
H (-3.66835, -2.76053, -3.46204)  0.08
H (-5.36028, -2.36130, -4.01933)  0.08
H (-4.80427, -0.21558, -4.66657)  0.12
H (-3.56276, -1.22898, -5.11405)  0.10
H (-2.24889, -0.71031, -3.24271)  0.03
C (-4.44843, 3.49099, -0.94030)  -0.08
C (-3.82880, 2.27931, -1.61383)  -0.36
O (-4.63053, 1.18394, -1.51438)  -0.06
H (-5.26544, 3.99989, -1.45179)  0.08
H (-3.73099, 4.29984, -0.80196)  0.06
H (-4.71083, 3.26058, 0.09225)  0.07
H (-2.84328, 2.09810, -1.18487)  0.09
H (-3.59726, 2.60346, -2.62843)  0.11
H (-4.23031, 0.46412, -2.00762)  0.05
C (-0.66083, 0.35425, 0.18843)  -0.03
C (0.87549, 0.34948, 0.52281)  -0.23
O (1.13443, -1.03320, 0.40550)  -0.11
H (-0.89265, -0.19170, -0.72605)  0.07
H (-0.87670, 1.41579, 0.06744)  0.04
H (-1.34880, -0.02645, 0.94331)  0.07
H (1.18599, 0.62605, 1.53038)  0.10
H (1.60182, 0.86673, -0.10408)  0.09
H (2.09083, -1.10599, 0.36533)  0.08
C (-5.88665, -2.13186, 1.78008)  -0.07
C (-5.65841, -0.81160, 1.05245)  -0.29
O (-4.27960, -0.69793, 0.69438)  -0.12
H (-6.94184, -2.40064, 1.82945)  0.07
H (-5.53170, -2.20335, 2.80818)  0.06
H (-5.41091, -2.91276, 1.18681)  0.08
H (-5.70324, 0.01967, 1.75608)  0.11
H (-6.33370, -0.58745, 0.22672)  0.12
H (-4.22164, 0.15856, 0.26468)  0.05
C (-0.16775, 4.40247, -1.89647)  -0.06
C (0.57653, 3.20367, -2.53505)  -0.30
O (1.89825, 3.62965, -2.71679)  -0.10
H (-1.25409, 4.42877, -1.98170)  0.06
H (0.06222, 5.33802, -2.40632)  0.07
H (0.14889, 4.46080, -0.85511)  0.05
H (0.20440, 2.85138, -3.49709)  0.11
H (0.60317, 2.37786, -1.82413)  0.08
H (2.22885, 3.73911, -1.82218)  0.03
C (2.86783, 5.87098, 0.51810)  -0.07
C (3.59344, 4.52627, 0.34105)  -0.30
O (2.75613, 3.44238, -0.02193)  -0.10
H (2.20466, 5.69800, 1.36568)  0.07
H (2.36475, 6.19982, -0.39123)  0.07
H (3.60581, 6.63340, 0.76753)  0.08
H (4.21994, 4.15778, 1.15333)  0.12
H (4.19952, 4.78161, -0.52818)  0.11
H (3.33251, 2.69712, -0.20622)  0.05
C (5.04994, -1.27810, 1.55581)  -0.08
C (5.77986, -2.45699, 2.14681)  -0.37
O (7.09985, -2.46639, 1.80027)  -0.06
H (4.93614, -1.43855, 0.48371)  0.06
H (5.57611, -0.37191, 1.85592)  0.08
H (4.06008, -1.27575, 2.01218)  0.07
H (5.27631, -3.41122, 1.99204)  0.11
H (5.80220, -2.29981, 3.22518)  0.11
H (7.60600, -1.94667, 2.42900)  0.09
C (5.18508, 0.07964, -3.10056)  -0.09
C (4.21488, 1.18393, -2.66613)  -0.25
O (4.08466, 0.90776, -1.23553)  -0.12
H (5.40227, 0.20976, -4.16074)  0.07
H (4.62784, -0.85559, -3.04652)  0.07
H (6.10154, -0.19818, -2.57996)  0.08
H (3.22746, 0.96846, -3.07443)  0.10
H (4.54282, 2.17234, -2.98799)  0.11
H (4.96032, 0.81346, -0.85354)  0.07
C (3.30976, -4.36851, -1.10704)  -0.10
C (3.09344, -5.51311, -0.17044)  -0.34
O (1.73447, -5.66683, -0.06769)  -0.07
H (4.34877, -4.37754, -1.43641)  0.07
H (3.21322, -3.39130, -0.63393)  0.06
H (2.75327, -4.33031, -2.04350)  0.09
H (3.62661, -5.26483, 0.74725)  0.10
H (3.42776, -6.46566, -0.58151)  0.12
H (1.33911, -4.84193, -0.35896)  0.03
C (-2.36171, -2.32872, 3.65747)  -0.05
C (-2.92101, -0.99264, 4.23644)  -0.29
O (-2.95543, 0.03412, 3.29970)  -0.10
H (-1.53949, -2.18287, 2.95690)  0.06
H (-3.22450, -2.77541, 3.16333)  0.05
H (-2.21539, -3.08641, 4.42726)  0.08
H (-2.24391, -0.69340, 5.03650)  0.11
H (-3.96604, -1.07981, 4.53377)  0.11
H (-3.52199, -0.33345, 2.61743)  0.05

Summary:
Largest force on an atom = 0.0586 hartree/bohr
2S+1 = 1
HOMO energy = -9.75 eV
Energy = -2170.338273 Ha